*A*
2 unconnected molecules or ions with the total composition C2H9NOS2, computed with the ωB97M-V functional and the def2-TZVPD basis.

Its SMILES is NCCSS.O. For the gap between HOMO and LUMO, the calculation gives 9.3 eV. The HOMO energy comes out at -8.76 eV. The total charge is 0.

Each line ends with the Mulliken charge.
Positions of all 15 atoms, in Å:
N1 0.54021 -1.92443 -0.77719  -0.57
C1 0.95588 -0.64193 -0.25493  -0.73
C2 0.24634 -0.20217 1.03254  -0.44
S1 1.15420 -1.05982 2.35819  -0.07
S2 0.57909 -0.33654 4.17646  -0.23
H1 -0.46943 -2.01614 -0.86485  0.24
H2 0.87726 -2.66956 -0.18773  0.27
H3 2.04703 -0.66302 -0.20043  0.39
H4 0.84082 0.17058 -0.97650  0.31
H5 0.25028 0.87045 1.19996  0.38
H6 -0.78172 -0.56356 1.00686  0.32
H7 -0.69215 -0.77078 4.21483  0.14
H8 -1.67688 3.85860 -4.11597  0.32
H9 -1.95144 2.95658 -2.82425  0.32
O1 -1.91948 2.99178 -3.78700  -0.64

---

*B*
3 unconnected molecules or ions with the total composition C2H9NOS2, computed with the ωB97M-V functional and the def2-TZVPD basis.

For the gap between HOMO and LUMO, the calculation gives 5.9 eV. The HOMO energy comes out at -9.53 eV. The total charge is 0.

Each line ends with the Mulliken charge.
Positions of all 15 atoms, in Å:
N1 -0.81590 0.50800 -0.27719  -0.37
C1 -0.25616 0.66144 1.04649  -0.47
C2 -0.82825 1.92790 1.70368  -0.58
S1 -0.00822 2.36461 3.25081  -0.21
S2 0.15821 -1.45960 -2.10604  -0.22
H1 -1.75307 0.12614 -0.34663  0.23
H2 -0.25744 0.18585 -1.04475  0.12
H3 0.82670 0.74991 0.97318  0.44
H4 -0.46375 -0.23071 1.64350  0.28
H5 -1.88723 1.73451 1.85844  0.33
H6 -0.67561 2.73119 0.98872  0.33
H7 1.22667 2.05683 2.83688  0.11
H8 1.68667 -3.72966 -4.30042  0.32
H9 1.37689 -3.48386 -2.79307  0.27
O1 1.67051 -4.14255 -3.43361  -0.57

---

Most stable: *A* (next structure +84.8 kcal/mol)